Computed, not measured: a structure of composition C28H91KN7O14 at a distorted geometry, with ωB97M-V/def2-TZVPD.

The geometry in XYZ format:
```
141
Properties=species:S:1:pos:R:3:lowdin_charge:R:1
K -4.92449 -21.86661 -2.72308 0.785
C -6.76709 -18.72195 0.13075 -0.033
C -5.32591 -19.13702 0.16567 -0.446
C -4.69407 -18.66933 1.45557 -0.250
O -4.76996 -17.29129 1.57887 -0.188
C -4.34477 -16.90614 2.84624 -0.121
N -5.12526 -20.57225 -0.01207 0.054
H -7.39794 -19.16539 0.92551 0.103
H -7.14134 -19.00282 -0.86319 0.079
H -6.63417 -17.65003 0.19449 0.076
H -4.77936 -18.64239 -0.63285 0.113
H -3.67109 -19.02150 1.64137 0.121
H -5.32026 -19.15214 2.20504 0.128
H -3.38084 -17.43597 3.04167 0.096
H -5.02004 -17.16697 3.67760 0.097
H -4.20725 -15.81251 2.80326 0.101
H -5.47500 -21.15398 0.70193 0.040
H -4.12331 -20.76316 0.07275 0.070
C -1.80893 -23.66564 2.95931 -0.014
C -1.84078 -23.25959 1.41331 -0.425
C -0.55792 -23.67347 0.76483 -0.151
O -0.73183 -23.56510 -0.70206 -0.252
C 0.41723 -23.89085 -1.42047 -0.116
N -2.91664 -23.95026 0.76475 0.063
H -1.52799 -24.69347 2.99425 0.068
H -2.79854 -23.50896 3.31273 0.055
H -1.15096 -22.93028 3.43886 0.085
H -1.93307 -22.16815 1.41242 0.128
H -0.27081 -24.71202 0.94041 0.116
H 0.32328 -23.11593 1.07731 0.130
H 0.72766 -24.88650 -1.05952 0.086
H 1.26991 -23.16923 -1.22622 0.110
H 0.14352 -23.84005 -2.46406 0.086
H -3.76149 -23.61996 1.19647 0.070
H -2.94890 -23.75629 -0.22837 0.057
C -5.25516 -15.40565 -3.47284 -0.047
C -6.26840 -16.50832 -3.17305 -0.428
C -7.51691 -15.93168 -2.58194 -0.194
O -8.47612 -16.99836 -2.49384 -0.205
C -9.77578 -16.52921 -2.49508 -0.137
N -6.50746 -17.33741 -4.39162 0.066
H -4.29424 -15.74993 -3.86415 0.068
H -4.99055 -14.92291 -2.52771 0.082
H -5.64024 -14.67492 -4.19239 0.090
H -5.92029 -17.15534 -2.36866 0.110
H -7.91439 -15.05799 -3.08798 0.125
H -7.24659 -15.59964 -1.55391 0.141
H -10.01661 -15.76730 -3.27602 0.102
H -10.06137 -16.16823 -1.51360 0.085
H -10.47085 -17.37723 -2.69415 0.097
H -7.44063 -17.71254 -4.25450 0.065
H -6.71577 -16.71101 -5.15058 0.073
C -1.34173 -27.15940 -0.91733 -0.052
C -2.76663 -27.70393 -0.75248 -0.391
C -2.85252 -28.86649 0.29493 -0.208
O -2.43554 -28.38637 1.55254 -0.192
C -2.41297 -29.46338 2.49647 -0.089
N -3.65305 -26.56780 -0.50754 0.044
H -0.76733 -28.03355 -1.32551 0.097
H -0.90455 -26.89145 0.02658 0.061
H -1.28481 -26.36154 -1.65294 0.071
H -2.99562 -28.25682 -1.65336 0.125
H -2.17328 -29.67439 0.04115 0.115
H -3.88515 -29.25557 0.31049 0.126
H -3.43955 -29.67761 2.78111 0.081
H -1.95008 -29.19648 3.43591 0.084
H -1.92532 -30.32351 2.07447 0.080
H -4.56274 -26.86279 -0.22389 0.065
H -3.24088 -25.98370 0.25289 0.072
C -0.78271 -17.66317 -0.28248 -0.043
C -1.29235 -16.25205 -0.67547 -0.415
C -2.41496 -16.43823 -1.70986 -0.178
O -2.11964 -17.25615 -2.84727 -0.222
C -1.01506 -16.95964 -3.59491 -0.122
N -1.90685 -15.52401 0.40400 0.047
H -0.45646 -18.25081 -1.14314 0.062
H -1.55205 -18.26450 0.24993 0.075
H 0.07549 -17.74666 0.39460 0.077
H -0.47856 -15.69434 -1.08632 0.129
H -2.81771 -15.47780 -2.01489 0.109
H -3.22574 -16.88308 -1.17859 0.103
H -0.93943 -17.57807 -4.51188 0.093
H -0.10639 -17.19127 -2.96975 0.100
H -0.95874 -15.90378 -3.80002 0.092
H -2.51158 -16.13386 0.94915 0.049
H -1.29886 -14.98036 1.03901 0.099
C -2.30617 -24.00915 -7.77683 -0.056
C -2.43227 -22.88265 -6.78109 -0.401
C -3.41637 -23.14199 -5.65981 -0.132
O -4.49442 -22.17035 -5.43390 -0.281
C -5.55813 -22.08131 -6.30143 -0.116
N -1.13439 -22.62285 -6.11460 0.017
H -3.13966 -24.24016 -8.45430 0.091
H -2.10770 -24.92948 -7.27845 0.071
H -1.42729 -23.81215 -8.39653 0.085
H -2.60724 -21.88547 -7.17491 0.145
H -2.95206 -23.26982 -4.69509 0.116
H -3.87860 -24.14120 -5.93729 0.139
H -6.44027 -21.69180 -5.79864 0.091
H -5.75280 -23.11977 -6.62708 0.099
H -5.36651 -21.46696 -7.17612 0.091
H -0.69054 -23.55094 -5.99501 0.107
H -0.47191 -22.14227 -6.70921 0.096
C -6.92044 -24.08192 1.25105 -0.042
C -7.58178 -24.83649 0.11898 -0.396
C -8.04179 -26.20027 0.55270 -0.243
O -7.02421 -27.06439 1.00436 -0.194
C -7.56138 -27.96058 1.97087 -0.088
N -8.75233 -24.02934 -0.44345 0.042
H -6.18849 -24.77652 1.71631 0.089
H -7.70323 -23.87067 2.01326 0.094
H -6.42443 -23.15666 0.86381 0.072
H -6.91488 -24.89128 -0.75552 0.124
H -8.70940 -26.65542 -0.22731 0.141
H -8.73281 -25.99967 1.41162 0.126
H -8.04447 -27.41055 2.78616 0.090
H -6.73746 -28.65243 2.23159 0.100
H -8.36849 -28.51354 1.49266 0.086
H -9.20911 -24.51825 -1.16791 0.062
H -9.40777 -23.73371 0.26711 0.087
O -6.92978 -24.47747 -3.67717 -0.059
H -7.55681 -24.90742 -4.24723 0.041
H -7.36924 -23.66278 -3.35271 -0.005
O -4.50206 -24.31227 -2.02624 -0.195
H -4.06195 -24.99630 -1.43934 0.007
H -5.08624 -24.88117 -2.56513 0.021
O -4.35235 -19.32244 -3.17958 -0.130
H -3.47116 -19.00888 -2.91646 0.036
H -4.74243 -18.50477 -3.53253 0.017
O -2.84698 -19.18252 -5.70627 -0.053
H -3.44206 -19.74830 -5.18318 0.022
H -3.03232 -18.29250 -5.39664 0.027
O -0.65476 -20.72376 -4.11488 -0.086
H -1.04718 -19.96890 -4.58753 0.021
H -0.90862 -21.45859 -4.72212 0.004
O -2.18770 -21.51310 -2.09572 -0.126
H -1.56544 -21.83520 -1.40778 0.031
H -1.65189 -21.00199 -2.73272 -0.013
O -7.75651 -22.20305 -2.40392 -0.118
H -8.35324 -22.68351 -1.74331 0.048
H -8.15091 -21.36715 -2.57782 0.037
```

## Properties
Calculated total energy, eV: -85927.4369
Charge: +1